[1]
A 2-piece molecular cluster, C2H5FNO overall in a non-equilibrium geometry, computed with ωB97M-V/def2-TZVPD.

Computed properties:
HOMO-LUMO gap (spin up / spin down): 0.364 / 0.314 Eh
Lowest unoccupied orbital energy (spin up / spin down): -5.45 / -6.26 eV
HOMO energy (spin up / spin down): -15.35 / -14.80 eV
Total charge: +1
2S+1: 1
Molar mass: 78.1 g/mol
Max |F|: 4.7 eV/Å
Total energy: -8398.733 eV
Energy relative to the best compared isomer or geometry (same formula, charge and spin): 168.9 kJ/mol

Geometry (Å):
C1 1.26 -1.75 1.70
C2 -0.78 -0.37 0.11
N1 0.39 0.43 -0.28
O1 1.97 -0.89 1.34
F1 1.47 -2.59 2.64
H1 -1.41 0.02 0.79
H2 -1.13 -1.17 -0.46
H3 0.68 0.53 -1.23
H4 1.28 -0.12 0.29
H5 0.38 1.30 0.15

These are the Mulliken partial charges, in e, on atoms 1 to 5:
1 C 0.430
2 C -0.637
3 N -0.304
4 O -0.369
5 F -0.069

=====

[2]
C4H13N5 as an isolated structure in a non-equilibrium geometry, computed with ωB97M-V/def2-TZVPD.

Computed properties:
HOMO-LUMO gap: 0.296 Eh
Lowest unoccupied orbital energy: 0.66 eV
HOMO energy: -7.39 eV
2S+1: 1
Molar mass: 131.2 g/mol
Max |F|: 2.9 eV/Å
Total energy: -11806.366 eV
Energy relative to the best compared isomer or geometry (same formula, charge and spin): 247.3 kJ/mol

Geometry (Å):
C1 0.95 -0.24 -1.60
C2 1.67 1.00 -1.20
C3 -1.05 0.27 -1.01
N1 -1.90 -0.82 -1.15
N2 1.24 -1.38 -0.94
N3 -1.29 1.45 -1.42
H1 0.73 -0.36 -2.66
H2 -2.87 -0.64 -1.37
H3 -1.76 -1.57 -0.49
H4 1.17 -1.28 0.10
H5 0.81 -2.22 -1.29
H6 -2.24 1.57 -1.80
H7 1.81 1.05 -0.12
H8 1.10 1.87 -1.53
H9 2.65 1.02 -1.69
N4 0.16 -0.04 3.65
C4 -0.28 0.19 2.36
N5 0.11 -0.46 1.35
H10 -0.31 0.38 4.43
H11 0.69 -0.89 3.79
H12 -0.43 0.04 0.26
H13 -0.98 1.05 2.31

These are the Mulliken partial charges, in e, on atoms 1 to 5:
1 C -0.093
2 C -1.048
3 C 0.373
4 N -0.415
5 N -0.440

=====

[3]
An isolated molecule of C24H21N3O2S2, computed with ωB97M-V/def2-TZVPD.

Computed properties:
HOMO-LUMO gap: 0.316 Eh
Lowest unoccupied orbital energy: 0.57 eV
HOMO energy: -8.04 eV
2S+1: 1
Molar mass: 447.6 g/mol
Max |F|: 1.0 eV/Å
Total energy: -55465.404 eV

Geometry (Å):
C1 1.39 4.03 -2.30
C2 1.64 3.24 -1.06
N1 0.59 2.70 -0.47
C3 0.82 1.95 0.59
N2 1.98 1.74 1.19
C4 3.05 2.29 0.61
C5 2.92 3.05 -0.54
H1 3.79 3.48 -1.03
C6 4.37 2.02 1.25
H2 4.84 1.18 0.73
H3 4.23 1.74 2.29
H4 5.02 2.88 1.18
S1 -0.57 1.16 1.34
C7 -1.60 0.89 -0.16
C8 -3.05 0.95 0.20
C9 -3.83 1.97 0.67
C10 -5.18 1.69 0.96
C11 -5.73 0.44 0.80
C12 -4.95 -0.63 0.32
C13 -3.61 -0.32 0.02
C14 -2.70 -1.25 -0.49
C15 -3.11 -2.54 -0.69
C16 -4.44 -2.88 -0.38
C17 -5.34 -1.96 0.10
H5 -6.36 -2.26 0.31
H6 -4.76 -3.90 -0.54
H7 -2.43 -3.29 -1.08
C18 -1.39 -0.55 -0.76
N3 -0.26 -1.29 -0.24
S2 1.13 -1.18 -1.17
O1 0.87 -1.86 -2.40
O2 1.60 0.18 -1.29
C19 2.26 -2.10 -0.15
C20 2.57 -3.40 -0.49
C21 3.43 -4.12 0.33
C22 3.96 -3.53 1.47
C23 3.63 -2.22 1.80
C24 2.77 -1.50 0.98
H8 2.51 -0.48 1.21
H9 4.05 -1.77 2.68
H10 4.63 -4.09 2.10
H11 3.69 -5.14 0.08
H12 2.15 -3.82 -1.38
H13 -0.07 -1.06 0.73
H14 -1.22 -0.48 -1.84
H15 -6.77 0.27 1.05
H16 -5.80 2.50 1.33
H17 -3.44 2.96 0.83
H18 -1.27 1.67 -0.84
H19 2.11 4.84 -2.40
H20 1.49 3.36 -3.16
H21 0.38 4.42 -2.29

These are the Mulliken partial charges, in e, on atoms 1 to 5:
1 C -1.463
2 C 0.860
3 N -0.335
4 C 0.315
5 N -0.516

=====

[4]
An isolated ion of composition C4H6NO3 and charge -1 in a non-equilibrium geometry, computed with ωB97M-V/def2-TZVPD.

Computed properties:
HOMO-LUMO gap: 0.284 Eh
Lowest unoccupied orbital energy: 3.73 eV
HOMO energy: -4.00 eV
Total charge: -1
2S+1: 1
Molar mass: 116.1 g/mol
Max |F|: 4.6 eV/Å
Total energy: -11879.525 eV
Energy relative to the best compared isomer or geometry (same formula, charge and spin): 91.1 kJ/mol

Geometry (Å):
C1 -0.84 -1.81 -0.44
C2 0.57 -1.36 -0.10
N1 0.91 -0.04 0.30
C3 -0.10 0.97 0.47
C4 0.37 2.42 0.07
O1 1.55 2.55 0.16
O2 -0.61 3.13 -0.23
O3 1.36 -2.22 -0.15
H1 -0.74 -2.54 -1.26
H2 -1.41 -2.23 0.38
H3 -1.54 -0.98 -0.83
H4 1.90 0.21 0.19
H5 -0.45 1.09 1.59
H6 -0.96 0.80 -0.15

These are the Mulliken partial charges, in e, on atoms 1 to 5:
1 C -0.861
2 C 0.519
3 N -0.056
4 C -0.334
5 C 0.483

=====

- Which value of 2S+1 does entry 3 give?
  1

=====

- Which of these has the lowest total energy?
  C24H21N3O2S2

=====

- Which value of total energy does entry 2 give?
  -11806.366 eV